(1)
Below is an isolated molecule of C2H5NO2, with properties calculated with ωB97M-V with the def2-TZVPD basis set.

As for the SMILES: O=CNCO. As for the total energy: -7739.860 eV. As for the energy above the lowest of the compared OMol25 structures with the same formula, charge and spin: 0.891 eV. The frontier orbital gap comes out at 0.4091 hartree. For the HOMO energy, the calculation gives -10.270 eV.

Positions of all 10 atoms, in Å:
O -1.720 -0.571 0.379
C -1.254 0.484 0.033
N -0.078 0.553 -0.693
C 0.987 -0.360 -0.454
O 1.765 -0.066 0.709
H -1.723 1.438 0.303
H 0.129 1.415 -1.160
H 0.536 -1.334 -0.263
H 1.722 -0.441 -1.245
H 1.375 -0.391 1.525

---

(2)
Below is an isolated molecule of C2H5NO2, with properties calculated with ωB97M-V with the def2-TZVPD basis set.

As for the total energy: -7732.960 eV. As for the energy above the lowest of the compared OMol25 structures with the same formula, charge and spin: 7.791 eV. The frontier orbital gap (spin up / spin down) comes out at 0.3550 / 0.3022 hartree. For the HOMO energy (spin up / spin down), the calculation gives -10.262 / -9.340 eV.

Positions of all 10 atoms, in Å:
C 0.544 -0.805 1.282
C -0.292 0.893 -0.052
N 0.651 -0.209 0.019
O -0.626 -0.613 1.948
O -0.801 -1.411 2.966
H 1.069 -1.667 1.591
H 1.264 0.078 1.787
H -0.394 1.252 1.050
H 0.087 1.672 -0.812
H -1.355 0.555 -0.397

---

Look up the energy above the lowest of the compared OMol25 structures with the same formula, charge and spin of the second one.
7.791 eV

---

Look up the energy above the lowest of the compared OMol25 structures with the same formula, charge and spin of the second one.
7.791 eV

---

Which of these has the lowest energy above the lowest of the compared OMol25 structures with the same formula, charge and spin?
number 1